DFT (wB97M-V/def2-TZVPD) results for C3H4N2O3 as an isolated structure in a non-equilibrium geometry.

```
12
Properties=species:S:1:pos:R:3:mulliken_charge:R:1
C -1.62 -0.14 -0.14 0.1329
C -0.64 -0.54 0.89 0.1251
C 1.49 -0.02 -0.73 0.0164
H -2.18 0.94 -0.15 0.2509
H -0.55 -0.84 1.98 0.3874
H 0.60 1.98 -0.39 0.3166
H 2.68 0.50 -1.12 0.2526
N 0.26 0.93 -0.48 -0.3286
N 1.62 -1.18 -0.28 -0.1402
O -2.05 -0.88 -0.96 -0.4330
O -0.06 0.76 0.94 -0.3279
O 0.45 -1.50 0.45 -0.2523
```

LUMO	0.3	eV
gap between HOMO and LUMO	0.3757	Eh

---

DFT (wB97M-V/def2-TZVPD) results for the molecule C3H4N2O3 in a non-equilibrium geometry.

```
12
Properties=species:S:1:pos:R:3:mulliken_charge:R:1
C 0.32 0.27 -0.22 0.4589
C -1.86 0.33 -0.02 0.4855
C 1.77 0.71 -0.08 -0.9113
N -1.44 -0.97 0.07 -0.2158
N -0.02 -0.99 0.05 0.5183
O 0.71 -2.08 0.40 -0.6677
O -2.99 0.73 -0.21 -0.5483
O -0.74 1.07 -0.28 -0.2798
H 2.41 -0.20 -0.29 0.3032
H 1.97 1.25 0.86 0.2584
H 1.90 1.48 -0.85 0.3294
H -2.04 -1.60 0.56 0.2691
```

LUMO	0.5	eV
SMILES string	Cc1oc(=O)[nH][n+]1[O-]
gap between HOMO and LUMO	0.3468	Eh

---

DFT (wB97M-V/def2-TZVPD) results for C3H4N2O3 as an isolated structure in a non-equilibrium geometry.

```
12
Properties=species:S:1:pos:R:3:mulliken_charge:R:1
C 1.55 -0.79 -0.05 -0.6137
C -2.04 -0.30 -0.18 0.6244
C 0.27 1.12 0.20 -0.0576
H 2.14 0.22 -1.14 0.2565
H 1.28 -2.07 -0.43 0.3004
H 2.10 -0.60 1.43 0.2848
H 1.08 1.67 0.00 0.5969
N 0.27 -0.22 0.55 -0.1469
N -0.85 1.73 -0.19 -0.3829
O -0.78 -0.94 -0.50 -0.2826
O -3.12 -0.83 0.32 -0.5069
O -1.89 1.01 -0.02 -0.0724
```

LUMO	-1.1	eV
gap between HOMO and LUMO	0.3429	Eh

---

DFT (wB97M-V/def2-TZVPD) results for the molecule C3H4N2O3 in a non-equilibrium geometry.

```
12
Properties=species:S:1:pos:R:3:mulliken_charge:R:1
C 1.34 -0.13 0.10 0.6524
C 0.48 -1.07 0.34 -0.6135
C -0.91 -0.64 -0.12 0.6450
H 2.91 0.89 -0.05 0.3993
H 0.93 -2.06 0.09 0.2405
H -2.96 -0.92 -0.61 0.2496
H -1.01 1.86 1.19 0.3469
N -2.13 -1.25 -0.15 -0.6817
N -0.81 0.71 -0.47 0.0705
O 2.70 -0.17 -0.13 -0.4908
O -1.33 1.72 0.23 -0.3487
O 0.80 1.05 -0.42 -0.4696
```

LUMO	0.2	eV
SMILES string	[H]/N=c1/cc(O)on1O
gap between HOMO and LUMO	0.3439	Eh

---

DFT (wB97M-V/def2-TZVPD) results for C3H4N2O3 as an isolated structure in a non-equilibrium geometry.

```
12
Properties=species:S:1:pos:R:3:mulliken_charge:R:1
C -0.69 -1.07 0.02 0.4792
C -1.17 0.23 -0.49 -0.2538
C 0.90 1.19 -0.39 0.6046
H -1.66 1.04 0.30 0.2382
H -2.00 -0.06 -1.20 0.2743
H 1.82 0.44 1.27 0.2952
H 0.82 -2.00 1.05 0.3810
N 0.97 0.50 0.79 -0.2258
N 0.49 -0.86 0.54 -0.2478
O -1.24 -2.14 -0.14 -0.6449
O 0.05 0.61 -1.24 -0.3307
O 1.71 2.10 -0.52 -0.5695
```

LUMO	0.3	eV
gap between HOMO and LUMO	0.3680	Eh

---

DFT (wB97M-V/def2-TZVPD) results for C3H4N2O3 as an isolated structure in a non-equilibrium geometry.

```
12
Properties=species:S:1:pos:R:3:mulliken_charge:R:1
C -2.51 -0.61 0.20 0.1342
C -0.37 0.36 0.76 0.0479
C 2.85 0.39 -0.76 0.2119
H -3.55 -0.68 -0.76 0.2352
H -0.93 -0.50 -1.27 0.3374
H -0.83 0.76 1.70 0.3450
H 3.62 -0.57 -1.43 0.2651
N -1.19 -0.34 -0.16 -0.1364
N 0.93 0.59 0.73 -0.3855
O -2.93 -0.75 1.48 -0.5177
O 1.56 -0.04 -0.34 -0.0970
O 3.35 1.38 -0.14 -0.4401
```

LUMO	-0.2	eV
gap between HOMO and LUMO	0.3625	Eh

---

DFT (wB97M-V/def2-TZVPD) results for C3H4N2O3 as an isolated structure in a non-equilibrium geometry.

```
12
Properties=species:S:1:pos:R:3:mulliken_charge:R:1
C -0.95 0.39 -0.26 0.5577
C 0.87 -0.34 -0.48 0.4976
C 0.76 -0.13 0.91 0.1685
H -3.05 -0.05 0.38 0.2732
H -2.72 0.99 -1.29 0.3132
H 2.12 -1.42 -1.72 0.3859
H 2.54 0.31 1.86 0.3779
N -2.34 0.73 -0.17 -0.5841
N -0.29 -0.14 -1.24 -0.5779
O 2.10 -0.68 -0.89 -0.5621
O 1.52 -0.20 2.01 -0.5631
O -0.57 0.53 0.89 -0.2867
```

LUMO	0.3	eV
gap between HOMO and LUMO	0.3036	Eh

---

DFT (wB97M-V/def2-TZVPD) results for a 2-piece molecular cluster, C3H4N2OS overall in a non-equilibrium geometry.

```
11
Properties=species:S:1:pos:R:3:mulliken_charge:R:1
C 0.40 0.36 -0.04 0.3397
C -0.57 1.36 0.07 -0.1494
C -1.86 0.75 0.01 -0.0671
H 2.16 -1.01 1.09 0.2697
H -0.56 2.14 -0.78 0.2224
H -0.72 1.91 1.01 0.2427
H -2.72 1.34 -0.57 0.2782
N 1.56 0.83 0.12 -0.3661
N -2.00 -0.58 0.00 -0.4142
O 2.63 -0.08 -0.21 -0.4013
S -0.25 -1.27 -0.01 0.0454
```

LUMO	-1.3	eV
gap between HOMO and LUMO	0.2928	Eh

---

DFT (wB97M-V/def2-TZVPD) results for the molecule C3H4N2OS in a non-equilibrium geometry.

```
11
Properties=species:S:1:pos:R:3:mulliken_charge:R:1
C -0.38 0.28 0.38 -1.0243
C 0.09 1.40 0.92 0.5165
C 0.32 -1.00 0.35 0.6895
N 0.04 -1.57 -0.94 -0.2339
N 0.60 2.46 1.17 -0.4586
O 0.70 -1.62 1.30 -0.5347
S -0.84 -0.79 -2.16 -0.1653
H -1.39 0.03 0.09 0.4841
H 0.43 -2.47 -1.20 0.2560
H -0.28 0.36 -2.00 0.1740
H 0.71 2.91 2.09 0.2966
```

LUMO	0.7	eV
SMILES string	N=C=CC(=O)NS
gap between HOMO and LUMO	0.3439	Eh

---

DFT (wB97M-V/def2-TZVPD) results for the molecule C3H4N2OS in a non-equilibrium geometry.

```
11
Properties=species:S:1:pos:R:3:mulliken_charge:R:1
C -0.11 -0.10 0.03 0.5865
C 1.14 -0.93 0.04 -0.2292
C 0.37 1.31 0.05 -0.1945
H -3.44 -0.63 -0.52 0.1857
H 1.12 -1.63 -0.79 0.2657
H 1.26 -1.40 1.02 0.2325
H -0.26 2.22 0.25 0.3370
N -1.26 -0.61 0.07 -0.4996
N 1.62 1.29 -0.06 -0.3204
O 2.18 0.04 -0.09 -0.1666
S -2.63 0.44 -0.01 -0.1971
```

LUMO	0.2	eV
SMILES string	S/N=C1\C=NOC1
gap between HOMO and LUMO	0.3391	Eh

---

DFT (wB97M-V/def2-TZVPD) results for the molecule C3H4N2OS in a non-equilibrium geometry.

```
11
Properties=species:S:1:pos:R:3:mulliken_charge:R:1
C 1.92 -2.15 0.45 -0.1871
C -1.39 -0.77 -0.56 -0.1105
C 0.77 0.09 0.15 -0.4863
N 1.47 -1.11 0.31 0.0085
N -0.62 -0.14 0.37 -0.1865
O -3.19 0.28 0.90 -0.5815
S -3.06 -0.74 -0.22 0.2364
H -0.88 -1.13 -1.45 0.3582
H 1.27 0.88 0.95 0.2749
H 1.13 0.38 -0.78 0.3795
H -0.91 0.35 1.20 0.2944
```

LUMO (alpha / beta)	-0.1 / -0.1	eV
gap between HOMO and LUMO (alpha / beta)	0.3092 / 0.3092	Eh

---

DFT (wB97M-V/def2-TZVPD) results for a 2-piece molecular cluster, C3H4N2OS overall in a non-equilibrium geometry.

```
11
Properties=species:S:1:pos:R:3:mulliken_charge:R:1
C 0.32 1.28 0.42 -0.3120
C 1.90 -0.10 -0.03 -0.1476
C -0.21 0.08 -0.02 0.0951
N 1.67 1.12 0.36 -0.5360
N 0.80 -0.76 -0.31 -0.0407
O -2.72 -0.50 -1.97 -0.3754
S -2.92 -0.58 -0.36 0.0680
H -0.21 2.23 0.49 0.3330
H 2.85 -0.59 -0.08 0.3821
H 0.64 -1.71 -0.52 0.1857
H -3.34 0.18 -2.23 0.3480
```

LUMO (alpha / beta)	-1.0 / -1.5	eV
gap between HOMO and LUMO (alpha / beta)	0.2841 / 0.2763	Eh

---

DFT (wB97M-V/def2-TZVPD) results for the molecule C3H4N2OS2 in a non-equilibrium geometry.

```
12
Properties=species:S:1:pos:R:3:mulliken_charge:R:1
C 0.75 -0.93 2.36 0.0598
C -0.59 0.51 -0.84 0.3166
C -0.87 1.73 -1.80 0.0397
H 0.80 -1.61 4.03 0.2749
H 0.59 0.04 2.71 0.3680
H 0.97 -1.90 0.50 0.2732
H -2.00 1.85 -2.09 0.2742
N 0.83 -2.03 2.99 -0.5805
N 1.01 -1.00 0.86 -0.3338
O 0.11 2.40 -2.27 -0.4640
S 0.99 0.42 -0.11 0.0041
S -1.61 -0.69 -0.65 -0.2320
```

LUMO	-1.4	eV
SMILES string	[H]/N=C/NSC(=S)C=O
gap between HOMO and LUMO	0.2899	Eh

---

DFT (wB97M-V/def2-TZVPD) results for the molecule C3H4N2S in a non-equilibrium geometry.

```
10
Properties=species:S:1:pos:R:3:mulliken_charge:R:1
C 1.93 -0.93 0.11 -0.8544
C -0.15 -0.04 -0.13 0.4854
C -1.56 -0.35 -0.09 0.0491
H 2.05 -0.93 1.38 0.2741
H 2.53 0.12 -0.39 0.2851
H 2.48 -1.80 -0.03 0.3645
H 0.08 -1.98 0.08 0.2813
N 0.57 -1.18 -0.24 -0.2329
N -2.76 -0.42 0.16 -0.3899
S 0.43 1.49 0.01 -0.2624
```

LUMO	-0.8	eV
SMILES string	CNC(=S)C#N
gap between HOMO and LUMO	0.3083	Eh

---

DFT (wB97M-V/def2-TZVPD) results for the molecule C3H4N2S in a non-equilibrium geometry.

```
10
Properties=species:S:1:pos:R:3:mulliken_charge:R:1
C 1.49 0.12 1.95 -0.2131
C -0.83 0.21 -0.45 0.0592
C -1.00 -0.28 -1.96 -0.3009
H 1.71 0.26 2.97 0.3066
H 2.31 -0.09 1.23 0.3057
H -1.78 0.55 -0.08 0.4040
H -0.15 -0.80 -2.36 0.3085
N 0.31 0.40 1.44 -0.5016
N 0.26 0.01 0.14 -0.1645
S -2.31 -0.38 -2.87 -0.2038
```

LUMO	-1.2	eV
SMILES string	C=N/N=C/C=S
gap between HOMO and LUMO	0.2899	Eh

---

DFT (wB97M-V/def2-TZVPD) results for the molecule C3H4N2S in a non-equilibrium geometry.

```
10
Properties=species:S:1:pos:R:3:mulliken_charge:R:1
C -1.83 -0.43 -0.50 0.1273
C -0.83 1.02 1.03 -0.7499
C -0.63 0.06 0.09 0.3978
N -2.89 -0.83 -0.77 -0.3887
N 1.84 -0.44 0.93 -0.5598
S 0.87 -0.65 -0.48 -0.0020
H -0.07 1.38 1.85 0.2634
H -1.80 1.24 1.25 0.3712
H 2.25 -1.33 1.13 0.2819
H 2.54 0.24 0.75 0.2588
```

LUMO	0.1	eV
SMILES string	C=C(C#N)SN
gap between HOMO and LUMO	0.3416	Eh

---

DFT (wB97M-V/def2-TZVPD) results for the molecule C3H4N2S in a non-equilibrium geometry.

```
10
Properties=species:S:1:pos:R:3:mulliken_charge:R:1
C -0.25 -2.32 -1.72 -0.2151
C 0.12 0.25 1.12 -0.3095
C 0.20 1.67 1.42 0.1603
H -0.36 -3.39 -1.66 0.2518
H -0.35 -1.82 -2.68 0.2124
H 1.01 -0.23 1.44 0.3001
H -0.74 -0.20 1.67 0.2877
N -0.11 -1.69 -0.63 -0.3162
N 0.27 2.80 1.66 -0.3594
S -0.07 0.02 -0.68 -0.0122
```

LUMO	0.7	eV
SMILES string	C=NSCC#N
gap between HOMO and LUMO	0.3701	Eh

---

DFT (wB97M-V/def2-TZVPD) results for the molecule C3H4N2S in a non-equilibrium geometry.

```
10
Properties=species:S:1:pos:R:3:mulliken_charge:R:1
C 1.07 0.66 -0.61 0.2270
C 1.16 -1.11 0.96 -0.6968
C 0.44 -0.40 0.10 0.2703
N 1.55 1.59 -1.11 -0.3750
N -1.73 0.88 -0.73 -0.6057
S -1.26 -0.73 -0.37 0.0371
H 0.79 -2.09 1.37 0.2606
H 2.28 -0.94 0.98 0.2866
H -2.71 0.87 -0.87 0.3008
H -1.58 1.28 0.28 0.2950
```

LUMO	0.1	eV
SMILES string	C=C(C#N)SN
gap between HOMO and LUMO	0.3290	Eh

---

DFT (wB97M-V/def2-TZVPD) results for the molecule C3H4N2S in a non-equilibrium geometry.

```
10
Properties=species:S:1:pos:R:3:mulliken_charge:R:1
C 0.25 0.98 -0.14 -0.2032
C 1.53 0.45 0.08 -0.2946
C 0.08 -1.23 -0.14 0.0225
H -2.39 0.51 1.25 0.1760
H -0.26 2.07 -0.46 0.2631
H 2.57 0.74 -0.07 0.3515
H -0.26 -2.23 -0.24 0.3907
N -0.62 -0.17 -0.37 0.0184
N 1.42 -0.95 0.10 -0.5614
S -2.32 -0.17 -0.03 -0.1631
```

LUMO	0.3	eV
SMILES string	Sn1ccnc1
gap between HOMO and LUMO	0.3430	Eh

---

DFT (wB97M-V/def2-TZVPD) results for the molecule C3H4N2S in a non-equilibrium geometry.

```
10
Properties=species:S:1:pos:R:3:mulliken_charge:R:1
C -0.78 -0.44 0.06 -0.1561
C 1.21 0.60 0.93 -0.4550
C 1.46 1.72 0.00 0.3147
H -1.21 0.59 0.14 0.2643
H 0.87 -1.38 0.00 0.2401
H 0.60 1.04 1.80 0.2542
H 2.17 0.23 1.35 0.3274
N 0.51 -0.49 0.35 -0.1263
N 1.52 2.65 -0.68 -0.3510
S -1.75 -1.68 -0.43 -0.3123
```

LUMO	0.2	eV
SMILES string	N#CCNC=S
gap between HOMO and LUMO	0.3345	Eh